[1]
Molecular formula: C2HF3N2
Method: DFT, wB97M-V/def2-TZVPD

Each line ends with the Mulliken charge.
Geometry (Å):
C1 0.48832 -1.49203 -0.35683  0.561
C2 -0.37902 0.79379 -0.40224  0.800
N1 0.54715 -2.63352 -0.19954  -0.318
N2 0.59429 -0.20851 -0.41905  -0.392
F1 -1.10567 0.66861 0.76377  -0.247
F2 -1.35541 0.59701 -1.28110  -0.221
F3 0.07342 2.02293 -0.44802  -0.209
H1 1.13692 0.25172 2.34300  0.025

Calculated values
Max |F| in eV/A: 4.01
ΔE to the lowest compared entry with this formula, charge and spin in kJ/mol: 435.5

[2]
Molecular formula: C3H12ClO3
Method: DFT, wB97M-V/def2-TZVPD

Each line ends with the Mulliken charge.
Geometry (Å):
Cl1 0.47587 0.83455 -0.74822  -0.893
C1 -1.81604 -1.93750 1.44933  -0.468
O1 -0.55416 -1.83024 0.83625  -0.422
H1 -1.98383 -1.14822 2.19045  0.149
H2 -2.63240 -1.79874 0.72657  0.229
H3 -1.93020 -2.92784 1.88465  0.260
H4 -0.44878 -0.90055 0.55016  0.209
C2 -2.38061 1.87779 1.73570  -0.552
O2 -2.96311 1.75281 0.44131  -0.512
H5 -2.14529 2.95366 1.77965  0.254
H6 -3.01305 1.60567 2.57743  0.255
H7 -1.42302 1.35095 1.78971  0.202
H8 -2.23161 1.75671 -0.19504  0.319
C3 4.11155 -0.40108 -2.72537  -0.494
O3 3.60528 0.06264 -1.47754  -0.420
H9 5.19221 -0.48396 -2.65538  0.196
H10 3.63403 -1.34502 -3.00601  0.223
H11 3.83874 0.31641 -3.50832  0.220
H12 2.66444 0.26195 -1.64531  0.245

Calculated values
Max |F| in eV/A: 1.99
Net charge: -1
ΔE to the lowest compared entry with this formula, charge and spin in kJ/mol: 36.8

[3]
Molecular formula: C25H43NNdP2
Method: DFT, wB97M-V/def2-TZVPD

Each line ends with the Löwdin spin population.
Geometry (Å):
Nd1 -1.15486 1.87849 -1.78013  3.070
C1 -0.21037 0.53808 0.36447  -0.011
C2 0.96553 1.12059 -0.17750  -0.009
C3 -0.44184 2.83589 0.40537  -0.011
C4 -1.10044 1.59887 0.70393  -0.011
C5 0.80073 2.52784 -0.25978  -0.008
C6 -0.47632 -0.86664 0.78660  -0.001
H1 0.45039 -1.45058 0.85565  0.000
H2 -1.15440 -1.37687 0.08158  0.000
H3 -0.93255 -0.92767 1.79506  0.000
C7 -2.50424 1.40762 1.21357  -0.002
H4 -2.52739 0.64872 2.01712  0.000
H5 -3.22580 1.03726 0.45458  0.000
H6 -2.88018 2.37154 1.58999  0.000
C8 -1.10801 4.15378 0.50461  -0.002
H7 -1.46864 4.34226 1.53514  0.000
H8 -1.97153 4.16913 -0.19425  -0.001
H9 -0.40867 4.95175 0.20629  0.000
C9 1.79038 3.41656 -0.95863  0.000
H10 1.29186 4.27669 -1.43162  0.000
H11 2.34078 2.82648 -1.71428  0.000
H12 2.50678 3.85234 -0.23548  0.000
C10 2.13199 0.38800 -0.71072  0.000
H13 2.90927 0.97135 -1.20376  0.000
H14 1.76951 -0.29110 -1.47560  0.000
H15 2.59986 -0.25596 0.03636  0.000
C11 0.26490 -3.81006 -0.93467  0.000
C12 1.50322 -3.76118 -0.39418  0.000
C13 2.81349 -3.77620 -1.09806  0.000
C14 2.68710 -4.02820 -2.62766  0.000
C15 2.65821 -2.78035 -3.43864  0.000
C16 1.59637 -1.96306 -3.54485  0.000
C17 0.43305 -1.82850 -2.59467  0.000
C18 -0.31966 -3.07795 -2.13990  0.000
H16 3.42152 -4.56119 -0.63573  0.000
H17 1.77341 -4.61509 -2.85399  0.000
H18 3.40114 -2.91746 -0.74598  0.000
H19 -0.40762 -3.78064 -2.96965  0.000
H20 -0.55084 -4.18976 -0.29134  0.000
H21 1.56749 -3.81856 0.70948  0.000
H22 -1.34946 -2.76264 -1.87878  0.000
H23 0.75708 -1.42832 -1.63748  0.000
H24 1.46272 -1.34880 -4.43354  0.000
H25 -0.24516 -1.00324 -2.94133  0.000
H26 3.54715 -4.64072 -2.95314  0.000
H27 3.62210 -2.53358 -3.90000  0.000
P1 -0.85941 -0.76366 -5.66228  0.000
P2 -1.25905 2.26898 -5.54960  -0.002
C19 -1.35559 0.01409 -7.31336  0.000
C20 -1.85766 1.44652 -7.14609  -0.001
H28 -2.11253 -0.63562 -7.78070  0.000
H29 -0.46550 -0.03330 -7.96209  0.000
H30 -1.55196 2.08092 -7.99134  0.000
H31 -2.95704 1.47350 -7.11142  0.000
C21 -1.62068 3.98736 -6.06676  0.000
H32 -1.01733 4.66132 -5.45060  0.000
H33 -2.68499 4.20651 -5.95463  0.000
H34 -1.33458 4.11493 -7.11574  0.000
C22 0.52425 2.37312 -5.93968  0.000
H35 0.64529 2.58487 -7.00832  0.000
H36 1.06547 1.46380 -5.65814  0.000
H37 0.88505 3.23874 -5.37014  0.000
C23 -2.33883 -1.83235 -5.34933  0.000
H38 -2.51042 -1.89584 -4.26353  0.000
H39 -2.06691 -2.82906 -5.73547  0.000
H40 -3.22343 -1.44405 -5.88452  0.000
C24 0.10904 -2.17517 -6.46916  0.000
H41 -0.37173 -2.46931 -7.42484  0.000
H42 0.03400 -2.95594 -5.70722  0.000
H43 1.17083 -1.91710 -6.60455  0.000
N1 -3.44956 -0.87622 -2.19645  -0.001
C25 -2.51183 -0.22041 -1.90793  -0.009

Calculated values
Max |F| in eV/A: 2.48
Net charge: +1
Spin multiplicity: 4
<S²>: 3.756

[4]
Molecular formula: C4H8Br2ClN
Method: DFT, wB97M-V/def2-TZVPD

Each line ends with the Mulliken charge.
Geometry (Å):
C1 1.26315 1.07187 -0.01293  -0.451
C2 0.76579 1.38398 1.43916  -0.503
C3 0.74333 -0.15311 -0.60240  -0.493
C4 -1.81255 -0.93187 -1.06672  -0.123
N1 -1.75214 -2.26574 -0.83567  -0.480
Cl1 -2.69020 -0.08507 0.15450  -0.168
Br1 1.23335 3.22954 1.94149  -0.198
Br2 1.04360 -1.66214 0.58467  -0.237
H1 2.36378 1.02613 -0.11352  0.292
H2 0.97500 2.03698 -0.68504  0.301
H3 -0.34736 1.38467 1.63313  0.235
H4 1.33548 0.83275 2.16786  0.380
H5 1.24860 -0.26261 -1.59301  0.388
H6 -1.45385 -0.31999 -1.81185  0.533
H7 -1.87114 -2.39029 0.18306  0.243
H8 -1.04484 -2.89509 -1.38274  0.283

Calculated values
Max |F| in eV/A: 3.69
ΔE to the lowest compared entry with this formula, charge and spin in kJ/mol: 322.9

[5]
Molecular formula: C29H32F3OS
Method: DFT, wB97M-V/def2-TZVPD

Each line ends with the Mulliken charge.
Geometry (Å):
F1 -2.65166 1.26362 3.40027  -0.286
C1 -2.19681 0.16022 2.77432  0.791
F2 -2.64297 -0.94712 3.39966  -0.287
F3 -2.59169 0.15939 1.48680  -0.205
C2 -0.68334 0.16613 2.80855  0.223
C3 0.01379 -1.02940 2.81855  -0.488
C4 1.38524 -1.03039 2.84598  -0.775
C5 2.09551 0.17716 2.85473  0.185
S1 3.75767 0.18485 2.87936  -0.448
C6 1.37565 1.37882 2.83947  -0.784
C7 0.00439 1.36703 2.81293  -0.394
H1 -0.53873 -1.95400 2.81237  0.391
H2 1.92619 -1.96109 2.87605  0.399
H3 1.90904 2.31404 2.86122  0.378
H4 -0.55459 2.28767 2.80156  0.376
C8 -0.96851 2.02919 -1.09922  -1.683
C9 -0.33170 0.96387 -2.00089  2.424
C10 -0.87402 -0.42176 -1.58645  -2.126
C11 -0.72152 1.23148 -3.46295  -1.862
C12 1.19091 1.04540 -1.86384  -0.431
C13 1.92202 -0.00288 -1.43291  -0.216
C14 3.35040 0.05252 -1.31047  -0.597
C15 4.06847 -1.03701 -0.89175  -0.653
C16 5.51716 -1.04538 -0.69446  0.253
C17 6.16742 -0.04882 0.04352  -0.350
C18 7.53656 -0.04333 0.17381  -0.877
C19 8.31706 -1.01790 -0.43447  1.134
C20 9.80302 -0.97286 -0.33027  -1.395
C21 7.67597 -2.01828 -1.15648  -0.774
C22 6.30599 -2.04409 -1.27428  -0.787
C23 4.00448 1.26596 -1.70472  -0.504
C24 3.33629 2.35280 -2.13262  -0.836
C25 4.06573 3.64924 -2.48924  2.246
C26 3.79443 4.01048 -3.95739  -1.740
C27 5.59087 3.52234 -2.27855  -2.098
C28 3.53373 4.76741 -1.58307  -1.736
C29 1.87125 2.30037 -2.22086  1.674
O1 1.23426 3.27807 -2.58441  -0.794
H5 -0.65172 3.02662 -1.40147  0.328
H6 -2.05494 1.98341 -1.15258  0.493
H7 -0.67005 1.88042 -0.06292  0.211
H8 -0.46236 -1.21312 -2.21335  0.388
H9 -0.63289 -0.64428 -0.54695  0.362
H10 -1.95831 -0.46084 -1.68254  0.438
H11 -0.25172 0.50920 -4.12914  0.340
H12 -1.80035 1.16440 -3.59462  0.466
H13 -0.40332 2.22688 -3.77075  0.349
H14 1.44397 -0.92714 -1.16949  0.501
H15 3.53897 -1.96188 -0.73873  0.531
H16 5.58057 0.71713 0.52156  0.766
H17 8.01192 0.73555 0.74538  0.402
H18 10.26492 -1.82396 -0.83340  0.348
H19 10.19579 -0.06261 -0.78696  0.299
H20 10.11868 -0.99150 0.71368  0.323
H21 8.26470 -2.77947 -1.63777  0.295
H22 5.82489 -2.81589 -1.85083  0.434
H23 5.07550 1.27625 -1.67661  0.856
H24 2.72909 4.16722 -4.12328  0.353
H25 4.31976 4.92493 -4.23124  0.450
H26 4.12550 3.21513 -4.62402  0.335
H27 5.82465 3.26043 -1.24646  0.392
H28 6.01976 2.76187 -2.93134  0.392
H29 6.09690 4.46145 -2.49790  0.431
H30 3.67425 4.50988 -0.53399  0.363
H31 4.04612 5.70756 -1.78105  0.457
H32 2.46763 4.91527 -1.75107  0.349

Calculated values
Max |F| in eV/A: 3.57
Net charge: -1
ΔE to the lowest compared entry with this formula, charge and spin in kJ/mol: 0.0

[6]
Molecular formula: C37H33Cl3CrF6NO2S2Si
Method: DFT, wB97M-V/def2-TZVPD

Each line ends with the Löwdin spin population.
Geometry (Å):
Cr1 -0.36484 -0.76371 -1.18281  0.992
F1 0.48168 -7.49112 -4.08494  0.001
C1 0.71388 -6.27641 -3.55059  0.003
C2 -0.31683 -5.54605 -2.98697  0.000
F2 -1.55315 -6.05740 -2.96682  0.000
C3 -0.06790 -4.29773 -2.44164  0.002
F3 -1.10626 -3.66848 -1.89200  0.002
C4 1.20000 -3.71529 -2.43494  0.000
S1 1.57179 -2.15565 -1.74654  0.004
C5 2.21431 -4.48904 -3.00680  0.002
F4 3.47686 -4.03281 -3.05352  0.000
C6 1.99128 -5.73767 -3.55461  0.000
F5 3.00603 -6.43406 -4.09630  0.000
C7 -5.16940 2.59880 2.91569  0.000
C8 -4.95190 1.47387 1.94135  0.000
C9 -5.10623 0.15008 2.32697  0.000
C10 -4.86233 -0.88685 1.43764  0.000
C11 -4.46487 -0.59651 0.14314  0.000
C12 -4.27942 0.71959 -0.26004  0.000
C13 -4.54131 1.74154 0.63747  0.000
S2 -4.09156 -1.98683 -0.91724  -0.002
C14 -5.10793 -1.50515 -2.30911  0.000
O1 -4.77682 -3.17054 -0.30396  -0.001
H1 -5.75912 2.27284 3.77277  0.000
H2 -5.68693 3.43581 2.44467  0.000
H3 -4.21721 2.97758 3.29280  0.000
H4 -5.41319 -0.07903 3.34144  0.000
H5 -4.98431 -1.92207 1.72465  0.000
H6 -3.89186 0.95032 -1.24501  0.000
H7 -4.39769 2.76877 0.32395  0.000
H8 -6.13698 -1.39329 -1.96875  0.000
H9 -5.01819 -2.31437 -3.03243  0.000
H10 -4.71537 -0.59988 -2.76323  0.000
F6 2.91432 -3.38536 4.21610  -0.001
C15 1.94200 -2.98086 3.33670  -0.003
C16 1.53370 -3.84436 2.34145  0.001
C17 0.55700 -3.42100 1.45456  -0.003
C18 -0.02956 -2.15126 1.53598  0.001
C19 -1.03236 -1.70462 0.55203  -0.016
C20 0.41302 -1.32648 2.57585  -0.003
C21 1.39594 -1.72185 3.47222  0.001
H11 1.98395 -4.82497 2.25689  0.000
H12 0.24243 -4.08851 0.66083  0.000
H13 -1.67665 -0.93445 0.98846  0.001
H14 -1.64833 -2.54077 0.21963  -0.002
H15 -0.01979 -0.33923 2.67608  0.000
H16 1.73553 -1.06675 4.26322  0.000
N1 -0.88685 0.89345 -1.35542  -0.018
C22 -0.46742 2.15152 -1.37788  0.010
C23 0.77690 2.53897 -1.95251  0.016
C24 1.21853 3.84686 -1.90719  0.001
C25 0.45914 4.85699 -1.32393  0.025
C26 -0.79001 4.50865 -0.80234  0.002
C27 -1.24255 3.20969 -0.82227  0.014
H17 1.35435 1.78395 -2.47265  0.001
H18 2.17945 4.08827 -2.35202  -0.001
H19 0.81044 5.87995 -1.30409  0.002
H20 -1.41593 5.27680 -0.35507  -0.001
H21 -2.19349 2.95662 -0.38277  0.001
C28 5.52989 4.11890 2.96259  0.000
C29 4.64224 3.21730 2.14600  -0.001
C30 5.17441 2.38321 1.17096  0.000
C31 4.36122 1.54078 0.42115  -0.001
C32 5.00894 0.66383 -0.62160  0.000
C33 2.97990 1.53037 0.66902  0.000
C34 2.17172 0.57407 -0.13648  -0.004
O2 1.05994 0.16735 0.16936  0.000
C35 2.41435 2.37598 1.63390  -0.001
C36 0.93965 2.52295 1.88398  0.000
C37 3.27073 3.20297 2.35582  0.000
H22 6.55824 4.09784 2.60070  0.000
H23 5.53825 3.81232 4.01157  0.000
H24 5.18058 5.15296 2.92743  0.000
H25 6.24313 2.38374 0.98298  0.000
H26 6.08163 0.85496 -0.63510  0.000
H27 4.62149 0.85909 -1.62188  0.000
H28 4.85721 -0.39785 -0.42441  0.000
H29 2.65895 0.17433 -1.03564  0.000
H30 0.34616 1.69447 1.51803  0.000
H31 0.58725 3.42179 1.37052  0.000
H32 0.76234 2.65047 2.95419  0.000
H33 2.83594 3.86501 3.09908  0.000
Cl1 -1.84103 -2.43413 -4.74646  -0.006
Si1 -1.25392 -0.75034 -3.50940  -0.012
Cl2 -2.84018 0.61815 -4.07068  -0.004
Cl3 0.32296 0.06896 -4.72177  -0.001

Calculated values
Max |F| in eV/A: 0.66
Net charge: -2
ΔE to the lowest compared entry with this formula, charge and spin in kJ/mol: 8.6
Spin multiplicity: 2
<S²>: 0.781

| no. | total energy (Ha) |
| --- | --- |
| 1 | -485.7414 |
| 2 | -807.4542 |
| 3 | -2276.9274 |
| 4 | -5820.0462 |
| 5 | -1897.3701 |
| 6 | -5745.2163 |